Density functional theory data (wB97M-V/def2-TZVPD) for a cluster of 13 separate species, C64H117FO36 in total at a distorted geometry.

The calculation puts the LUMO energy at 0.26 eV. The HOMO energy is -0.3328 hartree. Its energy above the lowest of the compared OMol25 structures with the same formula, charge and spin is 0.0 kJ/mol. Its orbital gap is 9.32 eV.

Bonds (Å) are listed after each position.
CARTESIAN COORDINATES (ANGSTROEM)
1 F 2.27 4.41 6.50  C48 1.383
2 O -0.72 -1.64 4.72  C49 1.455, C60 1.310
3 O 0.13 -5.18 2.46  C91 1.423, C96 1.476
4 O 2.69 -3.85 -2.69  C54 1.348, C88 1.411
5 O 1.03 3.94 -0.05  C63 1.197
6 O -4.22 -3.94 -8.60  C64 1.433, C78 1.442
7 O 5.49 -1.22 0.49  C47 1.381, C79 1.389
8 O 3.85 -2.45 1.32  C79 1.350, C83 1.398
9 O 0.99 4.94 1.92  C57 1.483, C63 1.294
10 O 0.64 -3.01 -2.79  C54 1.197
11 O 3.30 -1.17 -4.58  C71 1.423, C85 1.478
12 O 0.89 -2.02 3.23  C60 1.207
13 O -3.46 -2.74 -5.72  C61 1.375, C70 1.440
14 O 1.39 -1.29 5.28  C45 1.443, C60 1.332
15 O 0.84 0.65 1.82  C51 1.327, C77 1.431
16 O -4.24 0.00 5.84  C75 1.189
17 O -0.15 1.01 3.81  C51 1.164
18 O 5.02 -3.20 -0.52  C79 1.200
19 O 2.67 -1.94 -7.28  C39 1.415, C50 1.457
20 O -0.76 2.95 -3.68  C66 1.372, C67 1.435
21 O -4.57 1.52 -1.20  C52 1.386, C98 1.447
22 O -1.27 -0.79 -5.71  C40 1.436, C72 1.378
23 O -4.52 -2.07 4.96  C58 1.438, C75 1.364
24 O -2.19 -5.17 2.47  C91 1.181
25 O 1.50 -4.10 -4.53  C54 1.305, C95 1.408
26 O -1.10 -4.50 0.65  C91 1.348, C94 1.489
27 O 0.25 3.64 9.67  C100 1.400, C101 1.424
28 O 2.38 3.27 1.56  C63 1.338, C89 1.460
29 O 2.14 2.33 -4.39  C41 1.425, C56 1.434
30 O -5.62 2.84 1.44  C68 1.424, C73 1.377
31 O -1.98 4.16 5.34  C76 1.407, C97 1.379
32 O -1.07 1.92 7.15  C46 1.414, C87 1.434
33 O 1.66 -4.49 -8.14  C42 1.402, C84 1.453
34 O -3.71 -1.36 -1.25  C69 1.386, C99 1.436
35 O -1.79 4.33 -0.93  C74 1.406, C90 1.447
36 O -3.65 -0.39 3.74  C75 1.337, C86 1.402
37 O -1.18 1.54 1.97  C51 1.348, C80 1.397
38 C 0.39 -0.79 -0.12  C77 1.521, H103 1.068, H107 1.116, H139 1.082
39 C 1.91 -2.12 -8.46  O19 1.415, C42 1.492, H109 1.100, H208 1.124
40 C -0.58 -0.07 -4.67  O22 1.436, H121 1.075, H210 1.097, H217 1.048
41 C 2.75 3.58 -4.70  O29 1.425, H131 1.101, H140 1.115, H182 1.136
42 C 2.03 -3.49 -9.05  O33 1.402, C39 1.492, H172 1.115, H186 1.098
43 C -2.47 -1.66 2.04  C86 1.534, H127 1.060, H136 1.085, H180 1.074
44 C 2.26 -5.68 1.49  C96 1.523, H164 1.063, H199 1.096, H205 1.081
45 C 0.68 -0.63 6.34  O14 1.443, C49 1.573, H106 1.098, H161 1.092
46 C -2.38 2.34 6.84  O32 1.414, C76 1.522, H146 1.154, H197 1.082
47 C 4.78 -0.38 1.33  O7 1.381, C81 1.487, C83 1.505, H114 1.111
48 C 3.29 3.59 6.93  F1 1.383, C55 1.407, C93 1.385
49 C -0.81 -1.03 6.03  O2 1.455, C45 1.573, C65 1.520, H153 1.128
50 C 2.50 -0.57 -6.79  O19 1.457, C71 1.567, H163 1.107, H175 1.088
51 C -0.11 1.06 2.65  O15 1.327, O17 1.164, O37 1.348
52 C -5.12 0.47 -1.91  O21 1.386, C99 1.512, H132 1.083, H184 1.095
53 C 5.26 3.25 8.18  C59 1.374, C93 1.371, H166 1.094
54 C 1.55 -3.56 -3.34  O4 1.348, O10 1.197, O25 1.305
55 C 3.14 2.23 6.61  C48 1.407, C62 1.399, H152 1.070
56 C 1.45 2.28 -3.13  O29 1.434, C66 1.508, H162 1.082, H202 1.075
57 C 1.34 4.47 3.28  O9 1.483, C89 1.524, H147 1.119, H195 1.083
58 C -3.98 -2.73 3.80  O23 1.438, C86 1.601, H111 1.099, H183 1.087
59 C 5.11 1.91 7.94  C53 1.374, C62 1.411, H110 1.123
60 C 0.53 -1.66 4.33  O2 1.310, O12 1.207, O14 1.332
61 C -4.62 -2.83 -6.46  O13 1.375, C78 1.496, H126 1.149, H151 1.066
62 C 4.14 1.37 7.06  C55 1.399, C59 1.411, H165 1.113
63 C 1.40 4.04 1.08  O5 1.197, O9 1.294, O28 1.338
64 C -5.30 -3.36 -9.34  O6 1.433, H113 1.142, H145 1.069, H179 1.121
65 C -1.37 -2.04 7.02  C49 1.520, H168 1.131, H211 1.102, H214 1.077
66 C 0.40 3.36 -3.08  O20 1.372, C56 1.508, H150 1.137, H157 1.051
67 C -1.80 3.93 -3.50  O20 1.435, C90 1.558, H128 1.075, H206 1.099
68 C -4.54 2.02 1.89  O30 1.424, H129 1.100, H174 1.123, H189 1.107
69 C -2.68 -2.22 -1.58  O34 1.386, H119 1.065, H204 1.093, H207 1.058
70 C -2.26 -2.80 -6.50  O13 1.440, C72 1.537, H192 1.136, H215 1.088
71 C 3.55 -0.28 -5.67  O11 1.423, C50 1.567, H105 1.113, H185 1.072
72 C -1.15 -2.16 -5.65  O22 1.378, C70 1.537, H178 1.103, H194 1.092
73 C -5.40 3.50 0.26  O30 1.377, C98 1.567, H201 1.072, H213 1.077
74 C -1.43 5.69 -0.91  O35 1.406, H116 1.083, H117 1.100, H167 1.088
75 C -4.15 -0.76 4.92  O16 1.189, O23 1.364, O36 1.337
76 C -2.58 2.89 5.44  O31 1.407, C46 1.522, H120 1.071, H159 1.069
77 C 0.38 0.61 0.47  O15 1.431, C38 1.521, C80 1.572, H191 1.106
78 C -4.60 -4.12 -7.22  O6 1.442, C61 1.496, H177 1.128, H218 1.101
79 C 4.78 -2.41 0.35  O7 1.389, O8 1.350, O18 1.200
80 C -0.99 1.37 0.60  O37 1.397, C77 1.572, H137 1.131, H216 1.103
81 C 3.90 0.46 0.48  C47 1.487, H124 1.094, H149 1.065, H198 1.060
82 C 4.39 -5.55 -2.95  C88 1.490, H135 1.057, H193 1.061, H196 1.085
83 C 3.95 -1.33 2.15  O8 1.398, C47 1.505, H156 1.084, H169 1.077
84 C 1.81 -5.82 -8.71  O33 1.453, H122 1.098, H171 1.091, H188 1.111
85 C 3.96 -0.79 -3.31  O11 1.478, H144 1.080, H173 1.078, H200 1.090
86 C -3.76 -1.46 2.85  O36 1.402, C43 1.534, C58 1.601, H176 1.042
87 C -0.10 2.97 7.27  O32 1.434, C100 1.572, H138 1.080, H160 1.095
88 C 3.59 -4.46 -3.59  O4 1.411, C82 1.490, C95 1.570, H181 1.121
89 C 2.64 3.75 2.91  O28 1.460, C57 1.524, C92 1.536, H118 1.061
90 C -2.52 3.94 -2.12  O35 1.447, C67 1.558, H143 1.123, H203 1.149
91 C -1.17 -4.97 1.91  O3 1.423, O24 1.181, O26 1.348
92 C 3.89 4.62 3.06  C89 1.536, H125 1.080, H133 1.120, H209 1.088
93 C 4.32 4.13 7.69  C48 1.385, C53 1.371, H141 1.090
94 C 0.31 -4.62 0.18  O26 1.489, C96 1.523, H123 1.087, H134 1.092
95 C 2.64 -4.88 -4.77  O25 1.408, C88 1.570, H142 1.076, H187 1.124
96 C 1.11 -4.69 1.47  O3 1.476, C44 1.523, C94 1.523, H148 1.082
97 C -2.11 4.60 4.04  O31 1.379, H102 1.089, H115 1.128, H190 1.072
98 C -5.54 2.57 -1.00  O21 1.447, C73 1.567, H112 1.174, H170 1.092
99 C -4.00 -0.46 -2.33  O34 1.436, C52 1.512, H154 1.124, H158 1.077
100 C -0.32 4.00 8.44  O27 1.400, C87 1.572, H130 1.092, H212 1.083
101 C 1.67 3.79 9.73  O27 1.424, H104 1.099, H108 1.113, H155 1.088
102 H -1.69 5.60 4.01  C97 1.089
103 H 0.05 -0.79 -1.13  C38 1.068
104 H 1.97 3.46 10.73  C101 1.099
105 H 3.43 0.79 -5.38  C71 1.113
106 H 0.89 0.44 6.24  C45 1.098
107 H 1.45 -1.12 -0.12  C38 1.116
108 H 2.19 3.04 9.08  C101 1.113
109 H 2.25 -1.43 -9.24  C39 1.100
110 H 5.97 1.29 8.32  C59 1.123
111 H -3.01 -3.17 4.06  C58 1.099
112 H -6.66 2.21 -0.93  C98 1.174
113 H -4.95 -3.23 -10.42  C64 1.142
114 H 5.47 0.23 1.96  C47 1.111
115 H -1.60 3.87 3.36  C97 1.128
116 H -2.33 6.30 -0.92  C74 1.083
117 H -0.76 5.88 -0.06  C74 1.100
118 H 2.79 2.84 3.44  C89 1.061
119 H -2.42 -2.90 -0.81  C69 1.065
120 H -2.11 2.20 4.76  C76 1.071
121 H -0.86 0.96 -4.78  C40 1.075
122 H 1.60 -6.65 -8.02  C84 1.098
123 H 0.58 -3.80 -0.50  C94 1.087
124 H 3.29 -0.26 -0.07  C81 1.094
125 H 3.73 5.64 2.72  C92 1.080
126 H -4.69 -1.94 -7.18  C61 1.149
127 H -1.64 -1.78 2.69  C43 1.060
128 H -1.38 4.89 -3.75  C67 1.075
129 H -4.89 1.62 2.85  C68 1.100
130 H -1.38 4.13 8.69  C100 1.092
131 H 3.50 3.42 -5.49  C41 1.101
132 H -5.70 0.88 -2.73  C52 1.083
133 H 4.28 4.64 4.11  C92 1.120
134 H 0.34 -5.57 -0.36  C94 1.092
135 H 3.71 -6.26 -2.56  C82 1.057
136 H -2.37 -0.76 1.45  C43 1.085
137 H -1.93 0.85 0.25  C80 1.131
138 H 0.72 2.33 7.53  C87 1.080
139 H -0.17 -1.49 0.50  C38 1.082
140 H 1.95 4.30 -4.99  C41 1.115
141 H 4.34 5.21 7.73  C93 1.090
142 H 2.37 -5.92 -4.73  C95 1.076
143 H -2.85 2.88 -1.93  C90 1.123
144 H 3.68 0.23 -3.09  C85 1.080
145 H -5.48 -2.37 -8.97  C64 1.069
146 H -2.81 3.16 7.54  C46 1.154
147 H 0.47 3.93 3.74  C57 1.119
148 H 1.36 -3.67 1.74  C96 1.082
149 H 3.32 1.09 1.12  C81 1.065
150 H 0.77 4.28 -3.63  C66 1.137
151 H -5.42 -2.71 -5.77  C61 1.066
152 H 2.24 1.94 6.09  C55 1.070
153 H -1.45 -0.11 5.89  C49 1.128
154 H -3.01 0.00 -2.58  C99 1.124
155 H 1.92 4.82 9.48  C101 1.088
156 H 2.96 -0.94 2.37  C83 1.084
157 H 0.30 3.67 -2.08  C66 1.051
158 H -4.25 -1.09 -3.17  C99 1.077
159 H -3.62 3.03 5.26  C76 1.069
160 H 0.03 3.50 6.32  C87 1.095
161 H 0.98 -1.12 7.27  C45 1.092
162 H 2.06 2.46 -2.25  C56 1.082
163 H 1.44 -0.37 -6.54  C50 1.107
164 H 2.72 -5.70 2.45  C44 1.063
165 H 4.23 0.27 6.88  C62 1.113
166 H 6.00 3.60 8.91  C53 1.094
167 H -0.87 5.98 -1.79  C74 1.088
168 H -2.35 -2.45 6.63  C65 1.131
169 H 4.48 -1.61 3.04  C83 1.077
170 H -5.44 3.28 -1.82  C98 1.092
171 H 2.85 -5.96 -8.99  C84 1.091
172 H 1.42 -3.52 -9.98  C42 1.115
173 H 5.03 -0.78 -3.38  C85 1.078
174 H -3.52 2.50 1.96  C68 1.123
175 H 2.72 0.01 -7.69  C50 1.088
176 H -4.62 -1.21 2.33  C86 1.042
177 H -5.50 -4.79 -7.12  C78 1.128
178 H -1.26 -2.46 -4.59  C72 1.103
179 H -6.24 -3.95 -9.21  C64 1.121
180 H -2.47 -2.52 1.39  C43 1.074
181 H 4.30 -3.66 -3.92  C88 1.121
182 H 3.31 3.96 -3.78  C41 1.136
183 H -4.64 -3.45 3.31  C58 1.087
184 H -5.81 -0.09 -1.27  C52 1.095
185 H 4.57 -0.41 -5.97  C71 1.072
186 H 3.07 -3.68 -9.34  C42 1.098
187 H 3.10 -4.65 -5.77  C95 1.124
188 H 1.13 -5.87 -9.59  C84 1.111
189 H -4.43 1.19 1.17  C68 1.107
190 H -3.08 4.64 3.59  C97 1.072
191 H 1.03 1.30 -0.10  C77 1.106
192 H -1.96 -3.87 -6.76  C70 1.136
193 H 5.16 -5.86 -3.61  C82 1.061
194 H -0.18 -2.53 -6.01  C72 1.092
195 H 1.43 5.30 3.97  C57 1.083
196 H 4.90 -5.08 -2.12  C82 1.085
197 H -3.05 1.50 6.98  C46 1.082
198 H 4.38 1.09 -0.22  C81 1.060
199 H 1.74 -6.63 1.33  C44 1.096
200 H 3.57 -1.50 -2.59  C85 1.090
201 H -4.43 3.96 0.29  C73 1.072
202 H 1.06 1.30 -2.94  C56 1.075
203 H -3.36 4.70 -2.28  C90 1.149
204 H -2.97 -2.87 -2.41  C69 1.093
205 H 3.00 -5.50 0.73  C44 1.081
206 H -2.55 3.78 -4.28  C67 1.099
207 H -1.80 -1.72 -1.89  C69 1.058
208 H 0.85 -1.76 -8.33  C39 1.124
209 H 4.64 4.23 2.38  C92 1.088
210 H -0.94 -0.38 -3.68  C40 1.097
211 H -1.67 -1.46 7.90  C65 1.102
212 H 0.02 4.96 8.10  C100 1.083
213 H -6.13 4.28 0.13  C73 1.077
214 H -0.70 -2.88 7.15  C65 1.077
215 H -2.35 -2.25 -7.43  C70 1.088
216 H -0.93 2.34 0.08  C80 1.103
217 H 0.45 -0.22 -4.78  C40 1.048
218 H -3.86 -4.72 -6.66  C78 1.101

These are the Mulliken partial charges, in e, on atoms 1 to 2:
1. F -0.416
2. O 0.037